36
Properties=species:S:1:pos:R:3:forces:R:3 method="wB97M-V/def2-TZVPD" homo_energy_ev=-7.832 de_lowest_kj_mol=1522.0 smiles="COc1cccc(OCCOc2ccccc2[N+](=O)[O-])c1" total_charge=0 homo_lumo_gap_ha=0.2482
O -4.92433 -1.42190 -0.95608 -8.0 -3.4 -0.6
O 2.35604 -1.26743 2.31919 3.6 -2.0 -2.6
O 1.82852 0.54887 0.69104 1.5 0.5 -3.6
O -1.01319 0.62019 -0.09497 -1.6 2.8 5.2
O 3.67120 -2.69204 1.10264 -1.0 -2.5 2.3
N 3.23682 -1.61138 1.41417 -4.4 -1.3 4.0
C -2.98615 -0.51345 -0.59617 -1.4 6.7 13.0
C -0.20249 1.66754 0.90314 1.7 -5.7 -4.1
C 5.04573 0.98458 -1.52664 -6.3 -1.6 5.2
C 5.56725 -0.24459 -0.98835 5.2 0.8 -6.2
C -2.96077 0.76568 1.79274 10.2 2.0 -5.8
C 4.96481 -1.13940 -0.27649 -2.0 -1.8 5.9
C -4.24937 -0.75870 -0.16435 1.5 2.0 1.5
C 3.13408 0.19684 0.06723 -11.0 16.1 -4.4
C -4.49269 -1.99601 -2.05012 -1.6 1.8 -4.2
C -4.93927 -0.27455 0.96452 2.7 0.6 0.0
C 3.66383 -0.72240 0.53716 13.0 -11.0 0.4
C -4.18967 0.51766 1.79947 -9.6 0.0 5.6
C 3.67572 1.14483 -0.83729 4.4 1.4 -3.9
C 1.13202 1.69821 0.06956 0.6 1.2 7.9
C -2.34870 0.38604 0.48900 1.9 -2.9 -4.1
H 5.42812 1.71222 -2.20881 0.3 0.0 -0.1
H 5.57369 -2.02923 0.11240 -1.4 1.3 -0.9
H -2.53964 -0.76522 -1.37430 3.9 -2.0 -6.6
H 1.01155 1.86499 -0.93946 -0.1 -0.4 -2.3
H -4.67780 1.02176 2.86607 0.6 -1.7 -3.2
H -5.17214 -2.61556 -2.58782 -1.0 -0.9 0.6
H -0.69595 2.55014 0.88538 -1.7 2.6 0.2
H -2.43982 1.61164 2.22155 -0.2 -0.4 0.9
H 3.14844 2.07706 -1.10688 0.1 -0.9 0.4
H -5.85446 -0.65625 1.27476 -1.6 -0.4 0.0
H -0.05688 1.12881 1.85787 -0.2 0.6 -0.5
H -4.31874 -1.24506 -2.81229 0.4 0.7 -0.5
H -3.61646 -2.41225 -1.92091 4.5 -2.9 0.6
H 6.56409 -0.72126 -1.53962 -2.3 1.6 1.6
H 1.67663 2.58962 0.61267 -0.7 -1.0 -1.7


45
Properties=species:S:1:pos:R:3:forces:R:3 method="wB97M-V/def2-TZVPD" homo_energy_ev="-14.361 / -14.365" de_lowest_kj_mol=7.2 spin_multiplicity=3 total_charge=+2 s2=2.0403 homo_lumo_gap_ha="0.2714 / 0.1721"
Au -0.06533 0.43039 -0.12169 0.4 -0.1 -0.1
S -0.60970 0.91576 -4.87147 0.0 0.0 0.1
S -3.22598 4.19880 -0.14677 0.0 0.0 0.0
N 0.65389 -0.94499 -3.37230 0.0 0.0 0.0
N -0.05244 -2.71083 -0.23785 0.1 0.0 0.2
N 0.86282 -1.57620 1.84800 0.0 -0.1 0.1
N -2.34094 2.69299 1.90983 0.0 0.1 0.0
N 1.96852 -0.30686 -0.61737 -0.1 -0.1 0.0
N -1.59682 2.18598 -0.24718 0.0 0.0 0.0
N -0.42734 0.82308 -2.29361 -0.1 0.2 0.2
N -0.96682 -1.74811 -0.48628 -0.1 -0.1 -0.2
N 0.41533 -0.30249 1.80829 -0.1 0.2 -0.1
N 2.23664 -1.58182 -0.25400 0.0 0.0 0.1
C 3.50195 -1.87603 -0.59412 0.0 0.0 0.0
C 4.06716 -0.77350 -1.20703 0.0 0.1 0.0
C -0.46027 -3.87830 -0.77173 0.0 0.0 0.0
C -0.04797 0.16601 -3.37143 0.0 -0.1 -0.1
C -1.39623 2.10407 -3.96664 0.0 0.0 0.0
C -2.29549 2.90110 0.60431 0.0 0.1 0.0
C 1.01868 -1.93842 3.12954 0.0 0.0 0.0
C -1.93972 -2.31358 -1.19545 0.1 -0.1 0.0
C -1.80619 2.61415 -1.53392 -0.1 0.1 0.0
C 0.30118 0.12860 3.06440 0.0 0.0 0.0
C -2.65604 3.70498 -1.65689 0.0 0.0 0.0
C 3.06446 0.19392 -1.18674 0.1 0.0 0.0
C -1.66495 -3.66788 -1.40953 -0.1 0.0 0.0
C 0.66470 -0.88097 3.94566 0.0 0.0 0.0
C -1.21081 1.89394 -2.59979 0.0 0.0 -0.1
B 1.22097 -2.41394 0.58970 -0.1 0.0 -0.2
H -2.95547 4.21057 -2.56146 0.0 0.0 0.0
H 0.00954 1.14417 3.27847 0.0 0.0 0.0
H -2.27349 -4.39330 -1.91973 0.0 0.0 0.0
H 1.73643 -3.43899 0.91375 0.0 0.0 0.0
H 1.38580 -2.91957 3.37892 0.0 0.0 0.0
H 0.91034 -1.40747 -4.23054 0.0 0.0 0.0
H 3.08409 1.21131 -1.54272 0.0 0.0 0.0
H 0.69112 -0.84472 5.01975 0.0 0.0 0.0
H -2.79964 -1.73548 -1.49621 0.0 0.0 0.0
H 0.12662 -4.77409 -0.65367 0.0 0.0 0.0
H 0.95592 -1.35173 -2.49297 0.0 0.0 0.0
H -2.89355 3.27123 2.52239 0.0 0.0 0.0
H 3.92088 -2.84398 -0.37445 0.0 0.0 0.0
H -1.96607 2.88342 -4.44788 0.0 0.0 0.0
H 5.06738 -0.67582 -1.58996 0.0 0.0 0.0
H -1.84496 1.91188 2.31168 0.0 0.0 0.0


67
Properties=species:S:1:pos:R:3:forces:R:3 method="wB97M-V/def2-TZVPD" homo_energy_ev=-10.495 de_lowest_kj_mol=0.0 total_charge=0 homo_lumo_gap_ha=0.3882
Ca 13.72921 13.64233 2.11424 -0.4 0.4 -0.4
S 12.07664 13.92667 5.27174 -6.0 -2.6 0.8
S 13.69802 12.38752 -1.29739 -2.2 0.4 0.9
S 14.09681 15.54450 4.98059 2.5 0.0 -1.4
S 16.08934 12.53941 -0.02820 3.7 0.3 -1.3
F 12.83392 11.36368 5.46528 0.6 0.1 -0.5
F 13.87797 12.72065 6.82858 -0.8 -0.4 -0.2
F 13.89673 17.86636 3.85945 0.5 1.3 -0.5
F 15.49095 10.53158 1.51231 0.7 -0.6 -1.5
F 12.92870 17.88466 5.84489 0.6 -0.5 -1.3
F 14.85679 14.76696 -2.08692 0.3 -0.3 0.0
F 12.00026 16.93813 4.14479 -1.3 0.1 -0.8
F 14.07874 13.60475 -3.73925 -0.3 -0.1 0.7
F 11.77284 12.04838 7.17135 1.0 1.0 -0.5
F 15.87008 9.93466 -0.68548 1.0 0.6 2.6
F 12.75114 14.67317 -2.33970 0.3 -0.8 -0.4
F 17.52566 10.42801 0.73459 0.0 -0.4 -0.3
O 15.23902 15.64559 4.06423 -1.5 -0.3 0.4
O 12.42432 11.73495 2.23189 -4.8 -2.8 0.8
O 11.81346 14.88677 6.32013 0.6 -0.2 -0.9
O 10.86379 13.44238 4.55735 2.3 0.2 1.2
O 11.66918 14.84937 1.44006 -2.6 -0.4 -0.7
O 16.08225 16.92325 0.63831 -0.3 -1.9 0.1
O 14.28465 15.58644 1.00862 0.6 0.6 -0.7
O 9.64786 14.97612 0.25583 3.6 -0.7 0.4
O 16.82831 13.18212 1.05175 -1.0 -0.5 -0.5
O 16.61603 12.68468 -1.40567 -1.4 -0.3 2.6
O 11.03370 10.28707 3.46477 2.1 0.2 -1.0
O 14.17631 11.25292 -2.01846 0.7 0.6 0.2
O 9.69978 15.07637 2.46464 -1.5 -0.4 0.2
O 14.09342 17.82791 0.86487 -0.5 -1.9 -0.3
O 14.40767 15.46618 6.38041 -0.5 -0.2 -0.9
O 12.27859 12.31386 -0.96676 1.7 0.9 0.2
O 10.22362 11.17732 1.67704 1.5 1.0 -1.6
N 13.13884 14.23534 4.19503 2.3 3.5 3.0
N 14.56224 12.88093 0.19541 -0.9 -1.9 -4.6
C 14.78671 16.65188 0.77380 -0.5 1.6 1.9
C 14.93785 18.93487 0.60957 -1.0 0.5 -0.2
C 14.75971 19.97863 1.68283 0.6 -0.1 -0.2
C 13.14223 17.22233 4.68148 -0.1 -1.9 2.3
C 16.29288 10.69488 0.39018 -1.9 0.9 -0.5
C 10.43836 14.90875 1.39768 2.0 0.9 -1.0
C 8.33313 15.19768 0.61063 -1.2 -0.7 -0.8
C 9.15500 10.42563 2.18544 -1.3 0.1 0.6
C 9.69969 9.68211 3.40771 1.1 2.1 0.5
C 8.31731 14.82606 2.03560 0.1 0.4 2.2
C 16.30890 18.29450 0.61121 0.4 1.5 -1.0
C 12.70767 12.43117 6.24142 -0.9 -0.2 0.5
C 13.88322 13.94785 -2.47176 -0.3 0.6 0.9
C 11.31501 11.10861 2.42114 2.3 0.7 1.1
C 9.14266 10.08511 4.76499 -1.4 -0.7 0.2
H 9.60321 9.54682 5.59338 0.1 -0.1 -0.2
H 8.07802 9.85206 4.78352 -0.2 -0.4 0.1
H 9.78997 8.61220 3.21998 0.1 0.1 0.3
H 13.80657 20.50425 1.62497 0.1 -0.2 0.1
H 7.61494 15.36542 2.67109 0.3 0.2 0.0
H 8.42423 11.19086 2.44717 -0.4 -0.3 0.2
H 16.84330 18.68320 1.47807 0.4 -0.6 0.0
H 14.93592 19.49269 2.64247 -0.2 0.3 0.1
H 7.74392 14.40832 0.14389 -0.3 0.6 -0.7
H 8.10341 13.76624 2.17387 0.3 -0.1 0.0
H 8.71951 9.75748 1.44246 0.3 0.2 -0.2
H 15.57016 20.68462 1.50159 -0.1 0.3 0.2
H 16.84570 18.47637 -0.31985 0.2 0.3 0.3
H 14.58356 19.34105 -0.33785 0.5 0.0 -0.3
H 9.15759 11.14175 5.03215 0.6 0.2 -0.7
H 8.06623 16.20374 0.28701 -0.3 0.0 0.4